1.
Here is a structure of composition C56H57InO9P from the OMol25 dataset. Energies are from ωB97M-V/def2-TZVPD.

Values from the calculation:
- Net charge: -1
- HOMO energy: -0.186 hartree
- Kohn-Sham gap: 0.209 Ha

Each line ends with the Löwdin charge.
CARTESIAN COORDINATES (ANGSTROEM)
H  2.46840  0.68546  -0.09779  0.020
H  2.09739  5.94871  3.06189  0.097
H  8.28285  -0.66252  -6.48726  0.117
H  3.27402  3.34415  4.51328  0.070
C  2.66956  0.65052  -3.68807  -0.038
H  5.85608  1.73924  4.57738  0.065
H  0.43807  -0.42756  3.39229  0.067
H  -0.05938  1.50953  7.16298  0.073
H  4.42986  1.27171  5.49166  0.057
H  5.26472  2.79439  5.84329  0.059
H  2.19115  4.84299  1.09660  0.016
H  1.39591  4.57289  3.88923  0.076
C  6.18519  -3.89538  -6.73152  -0.007
C  1.88387  -0.48698  -3.84036  -0.038
H  -3.19378  -7.11878  -8.17047  0.102
H  -3.30472  1.76729  1.77454  0.106
C  1.35771  4.47375  1.68173  -0.251
H  0.88312  -0.51024  -3.44617  0.080
C  -6.93442  3.89261  4.61141  -0.003
O  -8.97023  1.25120  1.21080  0.097
C  4.23130  -2.78910  -5.66263  -0.278
H  1.80445  -6.38852  -1.96157  0.116
C  -5.50920  2.62079  3.02263  -0.275
H  2.27190  1.51130  -3.16759  0.105
H  1.32583  -0.93954  1.46121  0.077
In  1.55682  2.26282  2.08369  0.819
P  0.27707  0.01227  -0.10901  0.365
H  -1.38502  0.43775  1.08829  0.063
C  7.48310  -3.87408  -7.21149  -0.067
H  4.69793  3.48672  3.46313  0.092
H  -1.57984  -8.95290  -7.77511  0.102
O  3.55623  -3.78896  -5.80237  0.101
C  -2.50766  -5.95192  -6.51356  -0.007
C  -6.85188  3.04119  3.51708  -0.079
C  -8.17152  4.31599  5.06482  -0.063
C  -4.20469  1.38408  1.31035  0.014
H  7.90956  -4.76658  -7.65095  0.103
C  -6.52783  0.41619  0.12389  -0.006
H  -8.23375  4.98204  5.91555  0.104
C  -0.71076  -8.02287  -6.05531  -0.008
C  6.40204  -1.59083  -6.05956  -0.082
H  1.31298  1.12506  5.34411  0.121
H  -1.24452  1.48481  5.87454  0.068
C  1.14204  -5.55880  -2.16719  -0.006
H  -0.20201  2.40898  4.17579  0.011
C  -1.61290  -5.87084  -5.45389  -0.080
H  9.24994  -2.69054  -7.51456  0.102
H  0.38776  -2.43103  -1.06799  0.053
C  -0.56462  -3.42645  -2.70363  0.006
H  5.59203  -4.79717  -6.79551  0.119
C  -8.01660  2.60087  2.88722  -0.083
H  -5.22399  -0.59587  -1.23749  0.110
H  -1.05074  0.04473  6.86349  0.073
H  -6.02858  4.22302  5.10073  0.121
O  -2.39772  -3.75082  -4.80396  0.101
C  5.63812  -2.75380  -6.15913  -0.081
C  -1.16885  5.12004  3.67454  -0.090
H  -3.15730  0.28189  -0.19637  0.087
C  -0.51830  0.87652  6.40899  -0.073
C  -0.62332  -4.57473  -3.48510  -0.086
C  -5.44502  1.73903  1.82562  -0.078
C  -0.10292  0.29592  4.00021  -0.289
C  3.53056  1.75189  3.00283  -0.287
H  -1.44625  4.39833  2.91217  0.067
H  -1.22314  -2.59451  -2.91346  0.121
C  8.23772  -2.70804  -7.13142  -0.068
C  -0.72007  -6.91567  -5.21628  -0.080
C  0.21145  7.06792  4.35261  -0.078
H  1.79097  -2.48662  -4.60749  0.114
H  1.89633  -4.34555  -0.57412  0.107
C  7.69920  -1.56999  -6.55671  -0.009
H  1.47146  1.95742  -0.73851  0.014
O  0.27007  -0.58394  -1.47135  -0.337
H  -1.11363  -0.11056  4.11800  0.109
O  0.96310  -7.80475  -3.83402  0.094
C  0.51834  0.38091  5.39610  -0.454
C  2.39625  -1.59712  -4.49321  0.014
C  -9.33253  3.89094  4.42663  -0.066
H  0.30298  -1.71990  5.81600  0.078
C  -5.28831  0.06132  -0.38016  -0.044
H  4.24001  1.69133  2.17951  0.020
O  0.52298  -1.16745  0.95606  -0.138
C  -1.59365  -8.09230  -7.11872  -0.068
C  1.52852  1.21399  0.04441  -0.313
C  -7.95206  1.66574  1.72801  -0.279
H  0.42533  4.58258  1.13637  0.020
O  -1.14992  0.70503  0.17645  -0.157
C  1.08511  -0.96456  5.81187  -0.086
C  3.95700  0.68520  -4.19768  -0.001
H  -7.43288  0.04116  -0.33354  0.118
H  -10.29858  4.22992  4.77764  0.103
H  -3.20510  -5.14396  -6.68608  0.118
H  -0.96949  4.61651  4.61633  0.078
C  0.24277  -5.64356  -3.22214  -0.092
C  0.22702  -6.86527  -4.06452  -0.279
C  5.85056  -0.36615  -5.40857  -0.281
H  -2.04589  5.75184  3.81382  0.072
C  3.69135  -1.57619  -4.99562  -0.085
C  4.47388  -0.42415  -4.85732  -0.092
H  3.52323  0.76876  3.47166  0.013
C  -0.01525  6.01077  3.23129  -0.431
H  -0.59812  7.02348  5.07248  0.058
C  -4.12438  0.55062  0.20658  -0.038
O  6.52233  0.64390  -5.33270  0.095
H  4.56678  1.57064  -4.08152  0.118
C  -2.49837  -7.05960  -7.34309  -0.068
C  4.06225  2.79319  4.00723  -0.360
H  1.85153  -1.29084  5.11609  0.068
C  1.18968  -4.41152  -1.39188  -0.039
C  0.34262  -3.33904  -1.66110  -0.046
H  -0.00866  -8.82461  -5.87317  0.117
C  1.27997  5.22984  3.02628  -0.307
C  -9.25578  3.03279  3.34373  -0.008
H  0.31079  8.07157  3.95451  0.065
C  4.95240  2.11567  5.04778  -0.142
H  -0.32465  6.51332  2.32027  0.124
C  -1.61141  -4.65199  -4.59263  -0.278
O  -4.50027  2.99334  3.58217  0.113
H  1.51807  -0.86267  6.80344  0.073
C  -6.61272  1.26369  1.22199  -0.088
C  -0.18877  1.69380  3.36048  -0.256
H  -1.11415  1.86733  2.80938  0.010
H  1.11184  6.78889  4.89272  0.066
H  -10.15548  2.69720  2.84685  0.118

2.
Here is a structure of composition C56H58ClCoN3O3PSb from the OMol25 dataset. Energies are from ωB97M-V/def2-TZVPD.

Values from the calculation:
- Spin multiplicity: 2
- Net charge: 0
- Energy relative to the best compared isomer or geometry (same formula, charge and spin): 44.4 kJ/mol
- HOMO energy (alpha / beta): -0.272 / -0.271 hartree
- Kohn-Sham gap (alpha / beta): 0.211 / 0.210 Ha

Each line ends with the Löwdin spin population.
CARTESIAN COORDINATES (ANGSTROEM)
H  -3.49934  0.72660  -5.46504  0.000
H  -1.83723  -1.69334  7.62604  0.003
C  -2.80276  -0.14995  -3.64892  0.000
H  1.67809  3.65976  -1.46978  0.000
C  -1.67038  -1.60212  6.56281  0.047
C  -0.00833  3.72533  1.48344  0.000
H  1.23580  -4.52270  -3.57680  0.000
C  4.30654  5.77659  1.15029  0.000
C  -2.11444  -2.32122  4.27825  0.013
C  5.18050  -0.68149  -0.47310  -0.003
H  -0.97744  4.02826  1.07727  0.000
C  2.21090  4.61292  1.29211  0.000
C  0.80589  1.07357  -3.90471  0.000
C  2.10374  2.80586  -2.00093  0.000
H  4.58068  -0.38748  2.84252  0.000
C  -0.82691  -3.98056  -3.39992  0.000
N  -0.83701  -1.24673  2.49108  0.150
C  -2.24956  -2.46934  5.69130  -0.030
C  -2.90927  -2.99655  3.37928  -0.173
C  4.38308  -0.53573  1.78930  -0.004
H  2.81470  0.28210  -3.92224  0.000
H  0.68310  -2.76198  0.38545  0.001
C  -0.79645  3.66586  -3.19943  0.000
C  0.62395  1.48313  4.97763  0.012
Cl  6.41648  5.25573  2.75212  0.000
C  -1.48557  -2.67878  0.44074  0.007
C  -0.87184  -0.52675  6.09656  -0.022
H  1.71105  7.11768  -0.02449  0.000
P  0.76783  1.49548  -2.07834  0.001
H  1.97209  5.80510  -1.15825  0.000
H  -4.05617  -2.53735  -0.60901  0.000
C  0.35801  1.51079  6.34995  -0.031
N  6.98903  -0.61341  -2.27904  -0.002
H  -0.58459  0.47284  7.97650  0.001
C  -3.86847  -3.53365  -0.20890  -0.001
H  -4.20849  -0.55159  0.23156  0.000
C  -3.43627  -4.12391  -4.37979  0.000
H  4.05407  3.12303  -1.11248  0.000
C  0.10501  2.20046  1.37914  0.006
H  -1.59773  1.98755  -2.10456  0.000
C  -4.71679  1.32522  -2.37694  0.000
N  0.17926  0.54373  4.17344  0.011
C  -0.71276  2.62705  -2.08945  0.000
H  -4.77411  -3.90639  0.26860  0.000
H  3.81876  1.50453  -1.76767  0.000
C  2.85198  -1.01762  0.00606  0.001
H  -4.44469  -4.15559  -4.76643  0.000
C  -3.08849  -3.18337  -3.42641  0.000
O  1.22347  1.62840  1.38494  -0.005
H  -3.58280  -3.77393  3.70372  -0.008
H  0.89927  -5.13317  0.87804  0.000
Sb  -1.23558  -1.48273  -1.53234  0.003
H  -5.23463  2.08168  -4.31075  0.000
H  2.11675  3.07956  2.78395  0.000
C  1.80923  -0.03499  -4.18948  0.000
H  -0.44413  -5.61934  -4.71409  0.000
C  -1.79395  -3.09596  -2.92948  0.001
C  -0.37547  0.48912  6.91446  0.007
H  0.66081  -4.35803  -1.91540  0.000
C  -2.99705  -2.52567  1.98754  -0.025
H  -3.96731  -2.02990  1.85554  -0.009
C  -2.48100  -5.01206  -4.83833  0.000
H  3.24393  7.01228  -0.90012  0.000
C  -2.92800  -0.26497  -2.26822  0.000
H  -5.47072  1.91386  -1.87383  0.000
C  6.20198  -0.63160  -1.44309  -0.001
C  -3.89681  0.49349  -1.61629  0.000
C  -1.22538  -5.46217  1.18885  -0.001
H  -4.95507  1.04084  0.15692  0.000
C  -4.58612  1.42656  -3.74835  0.000
H  -3.21534  0.91197  0.36473  0.000
C  2.46130  6.43331  -0.41865  0.000
H  -3.62075  -4.19575  -1.03727  0.000
H  -2.17907  -0.70348  1.07660  0.007
H  4.93276  6.53500  0.70339  0.000
C  4.00792  4.03992  2.78653  0.000
H  1.66417  -2.10954  2.29521  0.000
C  -4.07897  0.46653  -0.12957  0.001
C  -1.16966  -1.35595  3.79542  -0.073
C  3.87416  -0.92896  -0.90645  0.002
H  1.55583  -0.92096  -3.60732  0.000
C  3.07874  -0.84660  1.37817  0.000
H  -3.31325  -5.52015  1.47509  0.000
C  -2.44796  -4.93274  1.19896  -0.003
C  -2.72679  -3.51740  0.80277  -0.010
H  3.04229  1.95845  -0.25348  0.000
O  0.94624  4.48549  0.78616  0.000
C  -1.19212  -4.93358  -4.34574  0.000
O  -0.94860  1.52225  1.37689  0.006
H  2.38464  3.12373  -3.00879  0.000
H  3.69324  -1.06119  -1.96337  0.000
H  6.43599  -0.27610  1.21451  0.000
H  -3.84659  -2.48945  -3.08941  0.000
H  -2.88283  -3.26321  6.05946  -0.002
H  0.96819  -2.92002  -2.88527  0.000
H  -2.05435  -0.73980  -4.16077  0.000
C  -0.19869  -3.36344  0.55044  0.003
C  0.59301  -3.94252  -2.91983  0.000
C  2.00972  -1.07493  2.35944  -0.044
H  1.81069  -0.30875  -5.24359  0.000
H  -0.69894  3.13040  -1.12157  0.000
H  0.12188  4.24545  -3.26120  0.000
H  0.00100  3.97457  2.55630  0.000
H  1.84147  -1.17733  -0.35215  0.003
C  5.42348  -0.46820  0.88652  0.001
Co  0.37217  0.02197  2.04097  1.130
C  2.71312  3.85586  2.33844  0.000
C  3.33029  2.31899  -1.23952  0.000
H  1.03489  1.96017  -4.50178  0.000
C  -0.07432  -4.66463  0.84661  -0.001
C  -3.62025  0.67510  -4.39291  0.000
H  -1.61608  4.35411  -2.99548  0.000
H  0.72952  2.32385  6.95293  -0.002
H  2.38661  -0.89908  3.36933  -0.003
H  -2.73645  -5.74668  -5.58773  0.000
C  -0.58617  -0.44900  4.69961  0.013
H  -0.19960  0.73475  -4.16656  0.000
C  3.01640  5.59159  0.68757  0.000
C  -1.82175  -1.63484  1.52627  0.019
H  -0.98370  3.19733  -4.16210  0.000
H  -1.06601  -6.49386  1.46630  0.000
H  4.38964  3.43154  3.59032  0.000
H  1.22352  2.26982  4.54157  0.001
C  4.79854  5.00319  2.19094  0.000

no.,E_tot (a.u.)
1,-3376.963922
2,-4983.186994